Entry 1:
11
Properties=species:S:1:pos:R:3:mulliken_spin:R:1 method="wB97M-V/def2-TZVPD" largest_force_ev_per_a=5.85 charge=+2 multiplicity=2 orbital_gap_ev="3.10 / 3.08" homo_energy_ev="-14.79 / -14.77"
O 2.34 -0.58 -0.81 0.000
V 2.00 -1.94 -1.47 0.000
O 0.82 -2.65 -0.90 0.000
O -1.42 3.02 0.83 0.038
V -0.78 2.01 -0.12 -0.046
O 0.43 1.11 0.51 0.008
O -1.13 -2.83 0.75 0.001
V -0.44 -1.94 1.97 -0.004
O 0.91 -1.06 1.85 0.002
Cl 0.55 3.92 -1.56 0.014
I -3.26 0.94 -1.07 0.986



Entry 2:
5
Properties=species:S:1:pos:R:3:lowdin_charge:R:1 method="wB97M-V/def2-TZVPD" largest_force_ev_per_a=1.64 charge=0 de_lowest_kj_mol=0.0 orbital_gap_ev=9.04 homo_energy_ev=-9.31
O -0.29 1.01 -0.31 -0.907
O -1.36 -1.29 0.37 -0.478
P -1.63 0.07 -0.09 0.801
S 1.41 0.99 -0.33 0.426
Cl 1.86 -0.78 0.36 0.158



Entry 3:
3
Properties=species:S:1:pos:R:3:mulliken_spin:R:1 method="wB97M-V/def2-TZVPD" largest_force_ev_per_a=5.73 charge=+1 de_lowest_kj_mol=20.1 multiplicity=2 orbital_gap_ev="6.87 / 7.74" homo_energy_ev="-16.06 / -16.15"
O -0.26 -0.42 -1.38 -0.377
V -0.63 -0.63 0.15 1.459
Cl 0.89 1.05 1.23 -0.082



Entry 4:
16
Properties=species:S:1:pos:R:3:mulliken_spin:R:1 method="wB97M-V/def2-TZVPD" largest_force_ev_per_a=6.16 charge=-2 de_lowest_kj_mol=184.0 multiplicity=4 orbital_gap_ev="6.28 / 6.23" homo_energy_ev="-0.80 / -0.76"
Co -6.38 -18.87 -6.47 2.738
O -6.75 -18.92 -8.42 0.075
H -6.85 -19.67 -9.05 0.004
O -7.49 -17.37 -5.86 0.076
H -7.45 -16.88 -5.02 0.001
O -4.68 -17.81 -6.91 0.047
H -3.76 -17.76 -7.23 0.012
N -6.60 -20.54 -5.51 0.004
S -7.29 -21.33 -4.33 0.016
O -6.47 -22.10 -3.33 0.012
O -8.62 -21.84 -4.56 0.003
F -7.61 -20.01 -3.51 0.001
S -5.78 -21.93 -6.11 0.002
O -6.52 -23.13 -6.43 0.005
O -4.41 -22.01 -5.63 0.002
F -5.51 -21.32 -7.60 0.001



Entry 5:
10
Properties=species:S:1:pos:R:3:mulliken_spin:R:1 method="wB97M-V/def2-TZVPD" largest_force_ev_per_a=4.60 charge=+1 de_lowest_kj_mol=392.2 multiplicity=6 orbital_gap_ev="4.95 / 7.16" homo_energy_ev="-10.54 / -14.70"
Mg 1.16 3.28 0.17 0.983
N 0.11 0.43 -1.05 0.140
S 0.36 1.97 -1.90 0.865
S 0.98 0.13 0.21 0.053
O -0.44 -1.45 0.89 0.225
O 1.43 1.37 0.94 -0.018
F 2.45 -0.43 -0.35 0.027
Co -1.43 -0.96 -0.71 2.737
O -2.07 -2.28 0.50 -0.016
H -2.56 -2.06 1.29 0.005



Entry 6:
2
Properties=species:S:1:pos:R:3:mulliken_spin:R:1 method="wB97M-V/def2-TZVPD" largest_force_ev_per_a=0.37 charge=+1 de_lowest_kj_mol=0.0 multiplicity=4 orbital_gap_ev="8.40 / 7.41" homo_energy_ev="-15.52 / -15.47"
Co 0.83 -1.16 1.06 2.512
I 2.59 -2.45 1.93 0.488



Entry 7:
19
Properties=species:S:1:pos:R:3:mulliken_spin:R:1 method="wB97M-V/def2-TZVPD" largest_force_ev_per_a=2.89 charge=+2 de_lowest_kj_mol=77.7 multiplicity=5 orbital_gap_ev="8.12 / 13.08" homo_energy_ev="-15.58 / -20.56"
Cr 17.26 -5.33 23.51 3.937
O 17.90 -7.20 24.11 0.001
H 18.49 -7.80 23.64 0.005
H 17.35 -7.76 24.62 0.002
O 16.48 -4.92 25.33 -0.007
H 16.45 -4.08 25.71 0.003
H 15.84 -5.48 25.72 0.003
O 19.09 -4.45 23.96 0.023
H 19.27 -3.47 23.87 0.005
H 19.76 -4.94 23.47 -0.002
O 18.14 -6.02 21.65 -0.007
H 18.77 -5.33 21.34 0.001
H 17.44 -6.14 21.04 0.000
O 15.50 -6.34 22.98 0.023
H 15.30 -6.15 22.07 -0.002
H 14.62 -6.57 23.35 0.006
O 16.75 -3.46 22.77 0.004
H 16.29 -3.42 21.96 0.002
H 17.13 -2.56 22.88 0.005



Entry 8:
25
Properties=species:S:1:pos:R:3:mulliken_spin:R:1 method="wB97M-V/def2-TZVPD" largest_force_ev_per_a=4.94 charge=+4 de_lowest_kj_mol=0.0 multiplicity=5 orbital_gap_ev="8.86 / 4.06" homo_energy_ev="-27.82 / -27.79"
Cr -0.02 0.26 -0.18 2.936
O -0.99 2.14 -0.03 0.000
H -1.91 2.23 0.22 0.002
H -0.67 3.04 -0.11 0.004
O 1.97 0.00 0.09 0.046
H 2.39 -0.63 0.67 0.003
H 2.68 0.36 -0.43 0.001
O 0.31 0.78 2.01 0.194
H 0.23 1.67 2.35 -0.004
H 0.65 0.27 2.75 -0.002
O 0.22 -1.56 -1.13 -0.013
H -0.26 -2.33 -0.85 0.003
H 1.05 -1.90 -1.47 0.004
O 0.69 -1.94 1.71 0.802
H 1.19 -1.82 2.52 -0.018
H 0.36 -2.83 1.76 -0.016
O -1.64 -0.62 0.78 0.076
H -1.89 -0.32 1.65 0.003
H -2.42 -1.08 0.45 -0.004
O 0.90 1.18 -1.87 -0.019
H 1.16 0.93 -2.76 0.002
H 1.32 2.03 -1.73 0.003
O -1.58 0.13 -1.80 -0.004
H -2.46 0.42 -2.04 0.002
H -1.28 -0.38 -2.55 -0.001



Entry 9:
4
Properties=species:S:1:pos:R:3:mulliken_spin:R:1 method="wB97M-V/def2-TZVPD" largest_force_ev_per_a=1.41 charge=0 multiplicity=2 orbital_gap_ev="5.68 / 5.68" homo_energy_ev="-6.44 / -6.44"
H 0.63 -0.21 -0.76 -0.001
O -0.16 -0.01 -0.25 0.003
Cs -3.18 -0.33 -0.86 0.007
H 2.71 0.55 1.87 0.991



Entry 10:
7
Properties=species:S:1:pos:R:3:lowdin_charge:R:1 method="wB97M-V/def2-TZVPD" largest_force_ev_per_a=1.35 charge=+1 de_lowest_kj_mol=26.2 orbital_gap_ev=12.35 homo_energy_ev=-16.07
Cs 1.10 0.37 0.49 1.192
O -0.19 2.46 -1.18 -0.189
H -0.98 1.98 -1.41 0.024
H 0.17 2.67 -2.07 0.077
O -0.03 -2.12 1.50 -0.192
H -0.25 -2.47 0.64 0.028
H 0.18 -2.89 2.04 0.060



Entry 11:
10
Properties=species:S:1:pos:R:3:lowdin_charge:R:1 method="wB97M-V/def2-TZVPD" largest_force_ev_per_a=0.70 charge=+1 de_lowest_kj_mol=89.9 orbital_gap_ev=11.89 homo_energy_ev=-15.99
Cs -1.07 1.03 1.51 1.218
O 0.84 1.42 -0.84 -0.136
H 1.46 1.50 -1.58 0.079
H 0.62 0.49 -0.77 -0.022
O 1.78 -0.32 1.54 -0.109
H 2.42 0.24 1.07 0.061
H 1.16 -0.62 0.87 -0.034
O -2.58 -1.25 -0.25 -0.101
H -2.99 -1.39 -1.11 0.068
H -1.65 -1.09 -0.44 -0.024



Entry 12:
54
Properties=species:S:1:pos:R:3:lowdin_charge:R:1 method="wB97M-V/def2-TZVPD" largest_force_ev_per_a=2.87 charge=-1 de_lowest_kj_mol=0.0 orbital_gap_ev=6.96 homo_energy_ev=-5.51
Cu 2.98 -0.40 0.16 0.289
S 0.02 -0.30 0.04 0.402
O -0.97 0.51 0.69 -0.311
O -0.29 -0.30 -1.40 -0.329
O 1.30 0.23 0.40 -0.323
O -0.01 -1.62 0.56 -0.308
O 3.59 0.50 -1.58 -0.056
H 2.89 1.17 -1.56 0.016
H 4.47 0.88 -1.49 0.078
O 2.60 -2.09 -0.59 -0.039
H 1.96 -2.76 -0.44 0.020
H 2.40 -1.72 -1.47 0.024
O -3.28 2.49 2.50 -0.086
H -3.76 3.28 2.26 0.007
H -3.11 2.07 1.61 -0.011
O -3.82 -1.46 0.03 -0.060
H -3.52 -0.54 0.00 -0.010
H -4.78 -1.25 0.09 0.077
O -0.99 3.05 0.14 -0.088
H -0.96 2.11 0.52 0.006
H -1.11 2.82 -0.80 -0.020
O 1.78 -0.99 -2.87 -0.016
H 2.22 -0.24 -3.26 0.046
H 1.00 -0.68 -2.45 -0.016
O 0.32 -4.08 -0.52 -0.024
H -0.02 -3.25 -0.20 -0.010
H -0.12 -4.27 -1.33 0.030
O -1.46 -0.02 3.21 -0.068
H -1.22 0.31 2.31 -0.008
H -1.69 -0.90 3.02 -0.041
O 3.94 1.07 1.07 -0.021
H 3.97 1.87 1.55 0.058
H 4.87 0.79 1.16 0.099
O -3.24 1.23 0.13 -0.074
H -2.31 0.96 0.34 -0.026
H -3.25 1.98 -0.46 0.071
O -1.88 -1.57 -2.94 -0.059
H -1.29 -1.10 -2.36 -0.059
H -2.42 -2.19 -2.46 0.024
O 2.08 2.77 -1.42 -0.036
H 1.29 2.57 -0.85 0.061
H 1.71 2.97 -2.26 0.034
O 1.49 1.94 2.25 -0.043
H 2.42 2.00 2.51 0.009
H 1.47 1.32 1.50 -0.045
O -2.10 -2.44 2.00 -0.050
H -2.76 -2.15 1.40 -0.024
H -1.27 -2.22 1.54 -0.019
O -0.88 1.93 -2.40 -0.049
H -0.75 0.99 -2.17 -0.016
H -0.86 1.96 -3.35 0.049
O 0.95 -2.72 2.72 -0.032
H 0.74 -2.37 1.87 -0.056
H 1.65 -2.15 3.05 0.034



Entry 13:
46
Properties=species:S:1:pos:R:3:lowdin_charge:R:1 method="wB97M-V/def2-TZVPD" largest_force_ev_per_a=6.29 charge=-2 de_lowest_kj_mol=59.9 orbital_gap_ev=4.56 homo_energy_ev=-6.23
In 4.56 -22.82 -2.52 1.391
N 2.05 -22.66 -3.63 -0.310
S 1.39 -22.52 -5.08 0.460
O 0.97 -21.22 -5.47 -0.244
O 0.65 -23.65 -5.54 -0.250
F 2.76 -22.68 -5.88 -0.191
S 0.64 -23.01 -2.77 0.518
O 0.63 -24.33 -2.27 -0.241
O -0.55 -22.35 -3.17 -0.232
F 1.01 -22.18 -1.45 -0.184
N 6.42 -24.82 -1.87 -0.296
S 8.03 -25.00 -1.50 0.500
O 8.92 -24.76 -2.57 -0.235
O 8.35 -26.00 -0.54 -0.230
F 8.10 -23.67 -0.65 -0.175
S 6.02 -26.35 -2.02 0.445
O 5.62 -26.91 -0.77 -0.242
O 6.72 -27.18 -2.94 -0.247
F 4.64 -26.12 -2.81 -0.214
N 3.39 -24.01 -0.44 -0.291
S 3.92 -23.50 1.07 0.520
O 5.19 -24.02 1.42 -0.217
O 2.93 -23.15 2.02 -0.209
F 4.34 -22.07 0.48 -0.252
S 2.56 -25.26 0.10 0.432
O 1.26 -24.96 0.58 -0.237
O 3.32 -26.25 0.79 -0.237
F 2.33 -25.96 -1.30 -0.175
N 5.52 -20.52 -1.38 -0.309
S 7.09 -20.04 -1.71 0.531
O 7.85 -19.62 -0.59 -0.225
O 7.36 -19.48 -2.98 -0.238
F 7.53 -21.56 -1.96 -0.216
S 5.14 -19.40 -0.32 0.465
O 5.26 -18.06 -0.76 -0.239
O 5.40 -19.69 1.05 -0.242
F 3.57 -19.78 -0.40 -0.198
N 6.10 -22.77 -4.68 -0.307
S 7.04 -23.77 -5.60 0.490
O 8.40 -23.86 -5.22 -0.229
O 6.74 -23.85 -6.99 -0.227
F 6.46 -25.13 -5.00 -0.179
S 6.47 -21.43 -5.49 0.473
O 5.72 -21.18 -6.67 -0.236
O 7.78 -20.91 -5.35 -0.216
F 5.62 -20.53 -4.42 -0.253